1.
C6H6O in the gas phase at a distorted geometry, computed with the ωB97M-V functional and the def2-TZVPD basis.

The geometry in ORCA input format:
```
! wB97M-V def2-TZVPD RIJCOSX def2/J DEFGRID3
* xyz 0 1
C -1.858 -2.285 0.065
C -1.389 -1.174 0.048
C -0.660 0.150 0.166
C -1.529 1.306 0.077
O -2.659 1.356 -0.327
C 0.760 0.139 0.749
C 0.647 0.271 -0.719
H -2.310 -3.219 0.132
H -1.121 2.241 0.609
H 1.190 -0.772 1.160
H 0.862 1.099 1.186
H 1.056 1.244 -1.245
H 0.683 -0.401 -1.514
*
```

Values from the calculation:
lowest unoccupied orbital energy: 0.929 eV
HOMO-LUMO gap: 0.3904 hartree
energy relative to the best compared isomer or geometry (same formula, charge and spin): 88.0 kcal per mole
SMILES: C#CC1(C=O)CC1


2.
C5H14N2O in the gas phase at a distorted geometry, computed with the ωB97M-V functional and the def2-TZVPD basis.

The geometry in ORCA input format:
```
! wB97M-V def2-TZVPD RIJCOSX def2/J DEFGRID3
* xyz 0 1
C -1.738 -0.323 -1.060
C -0.772 -0.699 0.058
N -1.566 -0.689 1.348
C 0.479 0.195 0.143
C 0.179 1.689 0.016
N 1.226 -0.124 1.349
C 1.414 -0.283 -1.064
O 1.879 -1.587 -0.873
H -1.247 -0.295 -2.028
H -2.189 0.647 -0.867
H -2.532 -1.063 -1.096
H -0.442 -1.735 -0.066
H -1.054 -1.122 2.107
H -1.967 0.221 1.549
H -0.195 1.932 -0.974
H -0.562 1.990 0.757
H 1.089 2.266 0.184
H 2.073 0.432 1.402
H 0.686 0.054 2.189
H 0.910 -0.257 -2.030
H 2.258 0.425 -1.116
H 2.074 -1.675 0.071
*
```

Values from the calculation:
lowest unoccupied orbital energy: 0.875 eV
HOMO-LUMO gap: 0.3648 hartree
energy relative to the best compared isomer or geometry (same formula, charge and spin): 29.0 kcal per mole
SMILES: C[C@H](N)[C@@](C)(N)CO


3.
C7H7I2OPS in the gas phase at a distorted geometry, computed with the ωB97M-V functional and the def2-TZVPD basis.

The geometry in ORCA input format:
```
! wB97M-V def2-TZVPD RIJCOSX def2/J DEFGRID3
* xyz 0 1
C -3.231 0.164 0.547
C -1.772 0.118 0.139
C -0.917 1.161 0.452
C 0.390 1.082 0.097
C 0.901 -0.050 -0.605
S 2.663 -0.215 -1.262
O 2.984 -1.559 -1.531
P 3.411 0.099 0.835
I 4.713 2.154 0.284
I 5.050 -1.695 1.005
C 0.004 -1.064 -0.790
C -1.306 -1.046 -0.509
H -3.752 -0.721 0.841
H -3.496 0.792 1.286
H -3.894 0.466 -0.275
H -1.213 2.135 0.927
H 0.966 1.899 0.455
H 0.434 -1.818 -1.437
H -1.935 -1.902 -0.459
*
```

Values from the calculation:
lowest unoccupied orbital energy: -0.681 eV
HOMO-LUMO gap: 0.2967 hartree
energy relative to the best compared isomer or geometry (same formula, charge and spin): 0.0 kcal per mole
SMILES: Cc1ccc(S(=O)#P(I)I)cc1


4.
2 unconnected molecules or ions with the total composition C4H10NO at a distorted geometry, computed with the ωB97M-V functional and the def2-TZVPD basis.

The geometry in ORCA input format:
```
! wB97M-V def2-TZVPD RIJCOSX def2/J DEFGRID3
* xyz 1 1
C 0.686 3.222 -1.210
C 1.004 1.994 -1.483
C 0.141 -2.055 1.677
C -0.977 -0.533 -0.108
N -0.783 -0.962 1.132
O 0.843 1.029 -0.481
H 0.705 4.102 -1.869
H 0.521 3.479 -0.230
H 1.266 1.411 -2.385
H -0.398 -2.603 2.441
H 0.312 -2.602 0.750
H 0.947 -1.592 2.084
H -1.037 -1.353 -0.803
H -1.490 0.454 -0.176
H 0.718 1.005 0.673
H -0.909 -0.246 1.867
*
```

Values from the calculation:
lowest unoccupied orbital energy: -5.070 eV
HOMO-LUMO gap: 0.2908 hartree
energy relative to the best compared isomer or geometry (same formula, charge and spin): 97.9 kcal per mole


5.
C4H9BrO2 in the gas phase at a distorted geometry, computed with the ωB97M-V functional and the def2-TZVPD basis.

The geometry in ORCA input format:
```
! wB97M-V def2-TZVPD RIJCOSX def2/J DEFGRID3
* xyz 0 1
C 0.735 1.109 -0.475
C 0.185 -0.567 1.479
C -0.861 -0.866 -0.808
C -0.246 0.184 0.156
O -1.417 0.943 0.573
O -1.963 1.732 3.973
Br -1.511 2.046 2.323
H 1.550 0.529 -0.913
H 0.315 1.687 -1.228
H 1.151 1.749 0.202
H -0.530 -0.130 2.241
H 1.180 -0.397 1.845
H 0.042 -1.623 1.443
H -0.379 -1.853 -0.707
H -1.854 -0.927 -0.650
H -0.612 -0.567 -1.860
*
```

Values from the calculation:
lowest unoccupied orbital energy (spin up / spin down): -2.444 / -2.445 eV
HOMO-LUMO gap (spin up / spin down): 0.2720 / 0.2732 hartree
energy relative to the best compared isomer or geometry (same formula, charge and spin): 147.8 kcal per mole


6.
2 unconnected molecules or ions with the total composition C2H8N2O at a distorted geometry, computed with the ωB97M-V functional and the def2-TZVPD basis.

The geometry in ORCA input format:
```
! wB97M-V def2-TZVPD RIJCOSX def2/J DEFGRID3
* xyz 0 1
N 1.490 2.506 1.193
C 0.249 2.079 0.596
C 0.228 1.161 -0.361
N -0.827 0.780 -1.223
H 1.424 2.400 2.195
H 2.296 2.010 0.844
H -0.562 2.665 0.994
H 1.179 0.706 -0.632
H -1.674 1.315 -1.077
H -0.998 -0.221 -1.201
O -0.936 -5.349 -0.769
H -0.855 -4.393 -0.703
H -1.013 -5.659 0.146
*
```

Values from the calculation:
lowest unoccupied orbital energy: 0.566 eV
HOMO-LUMO gap: 0.3053 hartree
energy relative to the best compared isomer or geometry (same formula, charge and spin): 40.9 kcal per mole
SMILES: N/C=C/N.O


7.
A molecular structure, C22H44Cl2FeIO52S11 at a distorted geometry, computed with the ωB97M-V functional and the def2-TZVPD basis.

The geometry in ORCA input format:
```
! wB97M-V def2-TZVPD RIJCOSX def2/J DEFGRID3
* xyz -1 5
Fe 1.502 3.568 -1.145
I 0.472 6.018 -1.870
Cl 0.318 0.996 -0.323
O 1.704 1.079 -0.714
O -0.205 2.047 -1.118
O -0.232 -0.332 -0.643
O 0.358 1.191 1.065
Cl 2.544 2.500 -4.329
O 2.968 2.989 -3.035
O 3.633 2.868 -5.185
O 2.423 1.099 -4.238
O 1.423 3.182 -4.729
C -0.868 -4.491 1.089
C -1.715 -3.283 0.782
O -2.868 -3.414 1.491
S -3.349 -4.987 1.499
O -3.916 -5.276 0.166
O -4.088 -5.440 2.730
O -1.751 -5.438 1.534
H -0.085 -4.273 1.815
H -0.428 -4.825 0.149
H -1.898 -3.252 -0.293
H -1.282 -2.319 1.048
C -0.472 -3.672 5.512
C -1.416 -2.595 5.010
O -0.589 -1.966 3.988
S 0.963 -1.774 4.455
O 1.107 -0.738 5.463
O 1.866 -1.898 3.321
O 0.816 -3.212 5.276
H -0.719 -4.630 5.053
H -0.561 -3.821 6.588
H -1.605 -1.915 5.841
H -2.270 -2.991 4.462
C -3.123 -1.223 -2.508
C -1.895 -1.879 -3.177
O -2.495 -2.572 -4.400
S -4.151 -2.761 -4.341
O -4.581 -4.149 -4.446
O -4.914 -1.931 -5.286
O -4.287 -1.988 -2.813
H -3.201 -0.155 -2.712
H -2.957 -1.275 -1.432
H -1.504 -2.650 -2.514
H -1.146 -1.135 -3.449
C -2.985 0.770 1.350
C -4.068 1.092 0.340
O -3.594 2.358 -0.152
S -3.033 3.390 1.010
O -4.178 4.030 1.649
O -1.846 4.123 0.562
O -2.591 2.086 1.974
H -2.158 0.247 0.870
H -3.318 0.043 2.091
H -5.056 1.129 0.799
H -4.044 0.520 -0.588
C 4.817 -0.780 3.857
C 5.903 0.136 3.306
O 5.631 1.171 4.203
S 5.529 0.670 5.765
O 4.489 1.560 6.401
O 6.861 0.496 6.340
O 4.998 -0.792 5.242
H 4.832 -1.788 3.444
H 3.847 -0.367 3.577
H 5.941 0.423 2.256
H 6.873 -0.299 3.547
C 3.909 -2.000 -1.048
C 2.532 -2.513 -1.380
O 2.735 -3.857 -1.476
S 3.886 -4.536 -0.474
O 4.641 -5.654 -1.009
O 3.344 -4.609 0.916
O 4.671 -3.098 -0.553
H 3.912 -1.411 -0.131
H 4.480 -1.531 -1.849
H 2.188 -2.196 -2.364
H 1.759 -2.345 -0.631
C -4.823 -2.595 6.129
C -5.313 -2.846 4.654
O -4.695 -1.745 3.937
S -4.289 -0.430 4.859
O -5.487 0.371 4.976
O -2.978 0.150 4.573
O -4.130 -1.381 6.199
H -3.940 -3.203 6.323
H -5.617 -2.633 6.875
H -6.391 -2.925 4.515
H -4.844 -3.779 4.343
C 0.051 0.273 -6.443
C 0.646 -1.109 -6.637
O 0.199 -1.360 -7.998
S -1.323 -0.840 -8.281
O -2.263 -1.935 -7.826
O -1.408 -0.366 -9.659
O -1.160 0.267 -7.070
H 0.805 0.956 -6.831
H -0.131 0.483 -5.389
H 0.230 -1.797 -5.901
H 1.730 -1.118 -6.526
C 6.506 2.534 -1.005
C 5.664 1.265 -0.763
O 4.845 1.524 0.482
S 4.576 3.093 0.629
O 4.423 3.504 2.047
O 3.464 3.504 -0.255
O 6.054 3.488 -0.028
H 6.384 2.969 -1.997
H 7.575 2.395 -0.845
H 6.124 0.278 -0.820
H 4.963 1.292 -1.597
C -2.946 3.982 -6.917
C -1.783 3.947 -5.829
O -2.096 5.019 -4.815
S -3.698 5.421 -4.875
O -3.931 6.806 -4.533
O -4.488 4.416 -4.230
O -3.625 5.216 -6.600
H -3.713 3.238 -6.703
H -2.569 3.916 -7.938
H -0.829 4.243 -6.266
H -1.670 2.962 -5.376
C 1.264 2.472 4.060
C -0.247 2.976 4.082
O -0.390 3.631 2.856
S 0.914 4.449 2.357
O 0.958 5.828 2.843
O 1.193 4.057 0.938
O 1.963 3.452 3.223
H 1.459 1.502 3.602
H 1.817 2.440 4.999
H -0.457 3.794 4.771
H -1.004 2.201 4.203
*
```

Values from the calculation:
lowest unoccupied orbital energy (spin up / spin down): 1.020 / 1.020 eV
HOMO-LUMO gap (spin up / spin down): 0.2573 / 0.2570 hartree


8.
A molecular structure, C23H56Cl6N7O12Y2 at a distorted geometry, computed with the ωB97M-V functional and the def2-TZVPD basis.

The geometry in ORCA input format:
```
! wB97M-V def2-TZVPD RIJCOSX def2/J DEFGRID3
* xyz 1 1
Y -0.832 1.579 1.803
Y -0.658 -0.659 -0.821
O -0.065 1.584 -0.412
H -0.254 2.376 -0.952
O -0.342 -0.243 -2.992
H -0.838 -0.659 -3.724
O -0.801 -2.897 -0.799
H -1.407 -3.435 -0.253
O 0.110 -0.527 1.364
H 1.082 -0.512 1.465
O -2.351 0.368 0.562
H -3.203 0.708 0.898
C 2.861 -0.971 -1.356
O 1.815 -1.090 -0.732
N 3.359 0.260 -1.696
C 4.767 0.401 -2.149
C 2.669 1.495 -1.280
H 3.486 -1.793 -1.736
H 4.784 1.039 -3.033
H 5.219 -0.588 -2.226
H 5.329 0.906 -1.363
H 1.821 1.671 -1.942
H 2.360 1.694 -0.254
H 3.331 2.337 -1.482
C 2.932 1.039 2.309
O 1.804 1.471 2.082
N 3.334 0.842 3.592
C 4.613 0.201 3.866
C 2.442 1.197 4.725
H 3.707 0.736 1.589
H 5.398 0.947 3.991
H 5.029 -0.528 3.171
H 4.510 -0.401 4.769
H 2.164 0.299 5.277
H 3.055 1.737 5.446
H 1.533 1.777 4.570
C -3.336 -1.678 -2.783
O -2.861 -1.102 -1.836
N -3.756 -1.093 -3.948
C -3.472 0.339 -4.080
C -4.368 -1.825 -4.972
H -3.398 -2.773 -2.882
H -4.341 0.726 -4.611
H -2.666 0.605 -4.763
H -3.370 0.904 -3.153
H -4.584 -2.839 -4.635
H -5.374 -1.474 -5.203
H -3.825 -1.796 -5.917
C -0.814 -0.295 5.055
O -0.822 0.246 3.930
N -0.113 -1.407 5.331
C -0.176 -2.035 6.608
C 0.756 -2.011 4.329
H -1.296 0.036 5.988
H -0.688 -2.987 6.469
H -0.664 -1.370 7.321
H 0.777 -2.266 7.083
H 0.944 -1.247 3.574
H 1.747 -2.159 4.758
H 0.269 -2.869 3.865
C -2.190 4.483 0.485
O -1.801 3.436 0.939
N -2.258 5.641 1.207
C -2.374 6.933 0.520
C -2.066 5.766 2.649
H -2.478 4.484 -0.578
H -1.505 7.587 0.593
H -3.123 7.528 1.042
H -2.800 6.799 -0.475
H -1.899 4.849 3.215
H -1.137 6.321 2.776
H -2.869 6.296 3.160
C -0.983 3.489 -3.166
O -1.280 4.456 -2.484
N -0.587 3.646 -4.460
C -0.310 2.496 -5.295
C -0.361 4.987 -5.044
H -1.170 2.441 -2.882
H -0.993 2.367 -6.135
H -0.380 1.548 -4.760
H 0.741 2.581 -5.572
H -0.678 4.981 -6.087
H -0.910 5.779 -4.533
H 0.670 5.272 -4.837
C 4.275 -4.457 0.108
O 4.926 -4.450 1.158
N 2.959 -4.352 -0.066
C 2.240 -4.420 -1.335
C 2.109 -4.243 1.090
H 4.711 -4.587 -0.895
H 2.779 -4.693 -2.243
H 1.916 -3.425 -1.640
H 1.363 -5.060 -1.244
H 2.516 -4.273 2.100
H 1.560 -3.308 0.977
H 1.220 -4.870 1.026
C -1.880 -5.937 -1.675
Cl -3.536 -5.679 -1.169
Cl -1.531 -7.127 -2.954
Cl -0.930 -6.413 -0.260
H -1.556 -4.947 -1.994
C -3.566 -2.702 2.082
Cl -2.320 -3.942 1.835
Cl -3.257 -1.933 3.696
Cl -5.195 -3.285 2.096
H -3.394 -2.051 1.224
*
```

Values from the calculation:
lowest unoccupied orbital energy: -2.808 eV
HOMO-LUMO gap: 0.2688 hartree


9.
C2H6NO2P in the gas phase at a distorted geometry, computed with the ωB97M-V functional and the def2-TZVPD basis.

The geometry in ORCA input format:
```
! wB97M-V def2-TZVPD RIJCOSX def2/J DEFGRID3
* xyz 0 1
N 1.893 0.173 0.370
C 0.252 -0.442 0.393
C -0.442 -0.317 -0.984
O -1.385 0.756 -0.992
P -0.953 0.541 1.415
O -1.808 -0.380 2.119
H 1.685 1.167 0.210
H 2.273 0.122 1.355
H 0.242 -1.552 0.452
H 0.273 -0.374 -1.817
H -1.095 -1.270 -1.276
H -0.933 1.576 -1.247
*
```

Values from the calculation:
lowest unoccupied orbital energy: 0.062 eV
HOMO-LUMO gap: 0.3305 hartree
energy relative to the best compared isomer or geometry (same formula, charge and spin): 64.0 kcal per mole
SMILES: N[C@H](CO)P=O


10.
11 unconnected molecules or ions with the total composition C38H58F6O28S5 at a distorted geometry, computed with the ωB97M-V functional and the def2-TZVPD basis.

The geometry in ORCA input format:
```
! wB97M-V def2-TZVPD RIJCOSX def2/J DEFGRID3
* xyz 0 1
O -2.756 -3.054 4.757
C -2.108 -2.078 4.727
O -0.897 -1.929 4.177
C -0.607 -0.546 4.067
C -1.624 0.123 4.987
F -2.206 1.171 4.328
O -2.535 -0.872 5.258
H 0.444 -0.341 4.260
H -0.789 -0.206 3.046
H -1.174 0.480 5.914
O 2.001 0.102 0.733
C 0.874 -0.269 0.661
O 0.387 -1.399 1.188
C -0.890 -1.642 0.563
C -1.352 -0.250 0.173
F -2.147 0.293 1.145
O -0.143 0.495 0.208
H -0.719 -2.248 -0.323
H -1.557 -2.146 1.253
H -1.854 -0.178 -0.786
O 3.048 -3.246 2.451
C 3.576 -2.648 3.316
O 3.462 -1.311 3.515
C 4.151 -1.021 4.743
C 5.227 -2.085 4.738
F 5.512 -2.466 6.025
O 4.554 -3.159 4.108
H 4.506 0.006 4.730
H 3.478 -1.162 5.589
H 6.176 -1.855 4.259
O 0.648 -5.645 -0.343
C 1.479 -5.888 0.457
O 2.774 -6.094 0.161
C 3.505 -6.238 1.360
C 2.422 -6.572 2.389
F 2.600 -5.904 3.545
O 1.241 -6.116 1.763
H 4.284 -6.997 1.304
H 4.045 -5.347 1.683
H 2.332 -7.640 2.586
O 6.596 -3.418 1.404
C 5.750 -2.863 0.811
O 5.473 -1.532 0.896
C 4.719 -1.190 -0.286
C 3.909 -2.476 -0.410
F 3.493 -2.740 -1.677
O 4.916 -3.439 -0.087
H 4.170 -0.274 -0.127
H 5.398 -1.147 -1.141
H 3.075 -2.520 0.287
O -3.696 -3.454 0.980
C -3.754 -3.765 -0.144
O -4.470 -4.772 -0.675
C -4.086 -4.903 -2.065
C -3.658 -3.489 -2.402
F -4.704 -2.631 -2.690
O -3.130 -3.059 -1.154
H -3.210 -5.552 -2.092
H -4.897 -5.262 -2.689
H -2.878 -3.407 -3.152
O 0.094 5.962 -4.535
S 0.589 5.481 -3.267
O 0.980 6.414 -2.240
C -0.567 4.280 -2.603
C 0.328 3.256 -1.943
C 1.450 2.954 -2.954
C 1.953 4.283 -3.524
H -1.163 3.885 -3.430
H -1.295 4.769 -1.958
H 0.765 3.663 -1.031
H -0.262 2.364 -1.744
H 1.089 2.321 -3.763
H 2.273 2.464 -2.432
H 2.011 4.284 -4.610
H 2.812 4.717 -3.028
O 0.298 -3.419 -5.817
S -0.764 -3.276 -4.853
O -1.854 -4.221 -4.879
C -0.034 -3.197 -3.210
C 0.286 -1.725 -3.055
C -0.955 -0.982 -3.564
C -1.334 -1.564 -4.916
H 0.750 -3.945 -3.209
H -0.828 -3.445 -2.501
H 0.477 -1.477 -2.013
H 1.167 -1.488 -3.658
H -0.823 0.095 -3.592
H -1.801 -1.190 -2.898
H -0.725 -1.143 -5.718
H -2.376 -1.513 -5.213
O 7.736 2.162 1.679
S 6.891 3.313 1.841
O 7.378 4.493 2.496
C 6.207 3.748 0.239
C 4.967 2.847 0.130
C 4.254 2.962 1.468
C 5.341 2.758 2.549
H 6.989 3.666 -0.503
H 5.830 4.763 0.409
H 4.368 3.071 -0.750
H 5.371 1.834 -0.009
H 3.488 2.198 1.581
H 3.810 3.951 1.595
H 5.411 1.693 2.765
H 5.147 3.293 3.476
O -4.041 0.017 -1.146
S -4.531 0.571 -2.380
O -3.761 0.434 -3.593
C -6.220 0.097 -2.762
C -7.121 1.251 -2.321
C -6.317 2.533 -2.646
C -4.939 2.291 -2.071
H -6.436 -0.932 -2.500
H -6.199 0.149 -3.858
H -8.085 1.220 -2.820
H -7.270 1.175 -1.238
H -6.764 3.396 -2.147
H -6.395 2.738 -3.715
H -4.954 2.412 -0.987
H -4.113 2.920 -2.405
O -2.637 3.261 -0.193
S -2.701 4.263 0.842
O -1.787 5.373 0.836
C -4.398 4.891 0.878
C -4.879 4.675 2.294
C -4.268 3.350 2.754
C -2.785 3.486 2.482
H -4.938 4.282 0.153
H -4.432 5.907 0.491
H -4.597 5.469 2.990
H -5.972 4.707 2.304
H -4.717 2.491 2.250
H -4.429 3.187 3.821
H -2.159 2.601 2.449
H -2.268 4.202 3.124
*
```

Values from the calculation:
lowest unoccupied orbital energy: -0.052 eV
HOMO-LUMO gap: 0.3722 hartree
SMILES: O=C1OC[C@@H](F)O1.O=C1OC[C@@H](F)O1.O=C1OC[C@@H](F)O1.O=C1OC[C@@H](F)O1.O=C1OC[C@@H](F)O1.O=C1OC[C@@H](F)O1.O=S1(=O)CCCC1.O=S1(=O)CCCC1.O=S1(=O)CCCC1.O=S1(=O)CCCC1.O=S1(=O)CCCC1


What is the formula in the second record?
C5H14N2O